Here is a 2-piece molecular cluster, F2OS overall at a distorted geometry from the OMol25 dataset. Energies are from wB97M-V/def2-TZVPD.

As for the LUMO energy: -2.58 eV. The value obtained for the energy above the lowest of the compared OMol25 structures with the same formula, charge and spin is 614.4 kJ/mol. For the frontier orbital gap, the calculation gives 0.23496 Eh. As for the SMILES: O=S.FF. The value obtained for the HOMO energy is -8.9730 eV.

Positions of all 4 atoms, in Å:
F (1.2238, -0.0547, 0.1890)
O (-0.6770, 0.7332, -0.0256)
S (-1.7964, -0.2632, -0.0233)
F (2.5716, -0.1292, -0.1249)

---

Here is F3H10HfO5Pb as an isolated structure at a distorted geometry from the OMol25 dataset. Energies are from wB97M-V/def2-TZVPD.

As for the LUMO energy: -13.72 eV. The value obtained for the energy above the lowest of the compared OMol25 structures with the same formula, charge and spin is 0.0 kJ/mol. For the frontier orbital gap, the calculation gives 0.31622 Eh. The charge is +3. The value obtained for the HOMO energy is -22.3262 eV.

Positions of all 20 atoms, in Å:
H (-0.3226, -1.8208, 0.7163)
H (-0.7382, -1.0753, -2.1348)
H (-1.7096, 1.7431, 3.4046)
O (-1.4606, -0.4423, -2.2650)
H (1.9105, 0.5883, -1.8097)
H (-1.5316, 1.6558, 1.8814)
Pb (0.9640, 0.1171, 2.3685)
H (2.5195, -0.8720, -0.0902)
F (0.8506, 2.7418, -0.7393)
H (1.3124, 0.3242, -3.2002)
F (-0.1708, 0.3363, 0.1435)
O (2.3312, -1.2764, 0.7614)
H (-2.2636, -0.9875, -2.3432)
H (-0.8592, -2.9023, 1.6514)
F (-1.9092, 2.4006, 0.3918)
H (2.7487, -2.1494, 0.7158)
O (-1.2194, 1.2702, 2.7175)
O (1.0824, 0.6157, -2.3034)
O (-0.5349, -1.9915, 1.6393)
Hf (-0.9997, 1.7244, -1.5058)

---

Here is a 2-piece molecular cluster, F3HN2 overall at a distorted geometry from the OMol25 dataset. Energies are from wB97M-V/def2-TZVPD.

As for the LUMO energy (alpha / beta): -0.37 / -0.40 eV. The value obtained for the energy above the lowest of the compared OMol25 structures with the same formula, charge and spin is 353.0 kJ/mol. For the frontier orbital gap (alpha / beta), the calculation gives 0.37382 / 0.37305 Eh. The value obtained for the HOMO energy (alpha / beta) is -10.5456 / -10.5483 eV.

Positions of all 6 atoms, in Å:
N (1.9755, 0.2188, -0.4032)
F (0.3053, -1.5457, 0.4202)
F (2.5369, 0.8578, 0.6006)
H (-0.3595, 0.1096, 0.0634)
N (0.2669, -0.2434, 0.7033)
F (2.6268, -0.9340, -0.4157)

---

Here is F4K2N2NaO8S4 as an isolated structure at a distorted geometry from the OMol25 dataset. Energies are from wB97M-V/def2-TZVPD.

The spin multiplicity is 2. As for the LUMO energy (alpha / beta): -7.08 / -9.10 eV. For the frontier orbital gap (alpha / beta), the calculation gives 0.31988 / 0.23478 Eh. As for the expectation value of S²: 0.762. The charge is +2. The value obtained for the HOMO energy (alpha / beta) is -15.7811 / -15.4919 eV.

Positions of all 21 atoms, in Å:
S (-18.5414, -12.4438, 21.1912)
O (-16.4956, -10.9161, 19.8234)
O (-17.9280, -12.0990, 22.5211)
O (-15.3130, -12.3720, 25.0403)
S (-17.6919, -10.3380, 20.4271)
S (-12.8580, -13.6447, 23.7448)
S (-15.1089, -13.4227, 24.0165)
O (-12.4746, -12.5911, 24.6914)
Na (-21.2174, -10.8734, 19.3443)
O (-15.4185, -13.1263, 22.6027)
K (-18.2010, -15.2820, 18.0708)
F (-18.0424, -9.3154, 19.1439)
O (-17.6191, -9.2354, 21.3376)
K (-17.9119, -6.9707, 17.2962)
O (-18.0514, -13.5763, 20.3741)
F (-20.0135, -12.8788, 21.7869)
F (-16.3118, -14.4853, 24.1785)
N (-19.1596, -11.3349, 20.3826)
N (-13.9104, -14.5672, 24.2079)
O (-12.6922, -13.4497, 22.2984)
F (-11.7302, -14.7732, 24.0451)

---

Here is F4Mg3 as an isolated structure at a distorted geometry from the OMol25 dataset. Energies are from wB97M-V/def2-TZVPD.

As for the LUMO energy: -13.93 eV. For the frontier orbital gap, the calculation gives 0.13550 Eh. The charge is +2. The value obtained for the HOMO energy is -17.6127 eV.

Positions of all 7 atoms, in Å:
F (0.3046, -2.8708, 0.3077)
Mg (1.2803, 0.7384, 0.6505)
Mg (-1.8298, 2.2957, -1.2350)
F (1.9680, 1.5655, -0.9753)
F (-0.3832, -0.0910, -0.3545)
F (-0.2274, 0.3288, 2.3759)
Mg (-1.1126, -1.9665, -0.7693)

---

Here is F5Li3Sr2 as an isolated structure at a distorted geometry from the OMol25 dataset. Energies are from wB97M-V/def2-TZVPD.

As for the LUMO energy: -9.55 eV. The value obtained for the energy above the lowest of the compared OMol25 structures with the same formula, charge and spin is 0.0 kJ/mol. For the frontier orbital gap, the calculation gives 0.24635 Eh. The charge is +2. The value obtained for the HOMO energy is -16.2542 eV.

Positions of all 10 atoms, in Å:
F (-1.9185, -0.6333, 1.8077)
Sr (2.8891, -0.7394, 0.6455)
Li (1.5102, 2.5793, 0.6864)
Sr (-1.3611, -2.1887, -0.2309)
F (1.4557, -2.5889, -0.4713)
Li (-2.3457, 1.0793, 0.5998)
Li (0.4402, 0.6952, -1.8934)
F (-0.4924, -1.0451, -2.3787)
F (-0.5063, 2.7405, 1.0856)
F (0.3288, 0.1010, 0.1493)

---

Here is a 9-piece molecular cluster, F6H16O8P overall at a distorted geometry from the OMol25 dataset. Energies are from wB97M-V/def2-TZVPD.

As for the LUMO energy: 2.75 eV. The value obtained for the energy above the lowest of the compared OMol25 structures with the same formula, charge and spin is 51.8 kJ/mol. For the frontier orbital gap, the calculation gives 0.39701 Eh. The charge is -1. The value obtained for the HOMO energy is -8.0582 eV.

Positions of all 31 atoms, in Å:
O (1.6056, -3.3323, -2.6483)
H (2.3970, -0.1493, 1.9528)
H (1.1213, -2.5872, -2.2927)
H (-3.2213, -0.5775, 0.3781)
H (3.4148, 0.3471, 2.9577)
O (-1.7561, -0.4115, -2.4737)
F (0.9731, -1.1949, 1.0520)
F (0.5878, -0.5458, -1.0340)
H (0.3718, 4.1469, -0.5470)
F (0.0235, 0.7307, 1.9288)
F (-0.5048, 1.3306, -0.3198)
O (-4.0818, -0.9964, 0.3929)
H (-2.0054, -1.1658, -1.9398)
H (-4.2337, -1.2649, -0.5133)
H (3.6806, 2.6218, -1.3203)
H (-3.3709, 1.4562, 1.9649)
H (1.4808, 3.9505, -1.5587)
H (-2.0542, -3.4445, 0.5063)
H (1.0875, -4.0971, -2.3973)
F (-1.1262, -0.6808, 0.5290)
O (-1.1004, -3.5151, 0.5453)
O (3.8058, 2.1366, -0.5048)
F (1.6711, 0.9551, 0.4069)
O (2.9138, -0.4295, 2.7083)
H (-0.8786, -0.1811, -2.1686)
H (-1.8657, 1.5870, 1.8687)
H (2.9263, 1.8502, -0.2585)
H (-0.7939, -2.6089, 0.5785)
O (-2.5837, 1.5529, 2.5008)
O (1.2719, 4.4068, -0.7436)
P (0.2440, 0.1100, 0.4494)

---

Here is F6InN4O15S6 as an isolated structure at a distorted geometry from the OMol25 dataset. Energies are from wB97M-V/def2-TZVPD.

As for the LUMO energy: -0.19 eV. The value obtained for the energy above the lowest of the compared OMol25 structures with the same formula, charge and spin is 1024.6 kJ/mol. For the frontier orbital gap, the calculation gives 0.27851 Eh. The charge is -1. The value obtained for the HOMO energy is -7.7674 eV.

Positions of all 32 atoms, in Å:
O (-8.2068, -2.4655, 8.1630)
O (-13.6928, 2.2481, 8.4813)
S (-9.8202, 2.0271, 9.6018)
S (-8.7692, -0.9733, 5.6478)
O (-10.2764, -3.4447, 5.2657)
S (-13.0020, 0.5355, 6.3475)
N (-9.2802, -3.1337, 8.2362)
F (-11.8169, -0.2820, 5.5388)
F (-8.3258, 0.1997, 6.5501)
O (-14.1257, -0.2833, 5.8071)
O (-8.6300, -0.4184, 4.3382)
O (-8.4814, 1.8412, 10.1569)
F (-12.2152, -2.3085, 5.9991)
O (-7.7947, -1.9548, 6.0969)
O (-10.3577, -2.5530, 8.1098)
O (-12.7796, 1.8871, 5.8457)
N (-12.4137, 0.1834, 7.9013)
F (-11.5800, -0.8006, 11.0038)
In (-10.7862, -0.6418, 8.0887)
O (-14.8474, 0.0628, 8.8937)
N (-10.6029, 0.7484, 9.3735)
F (-9.3742, 2.2170, 8.0838)
O (-9.8134, 0.4940, 11.9519)
O (-9.2135, -4.3247, 8.3226)
O (-10.4722, 3.3193, 9.9470)
O (-12.1467, 1.4103, 11.5471)
S (-10.7866, -2.0635, 5.2908)
O (-11.1789, -1.4374, 4.0589)
N (-10.3672, -1.2042, 6.3887)
S (-13.6088, 0.8246, 8.6286)
S (-10.9435, 0.7132, 11.0479)
F (-12.9454, 0.7280, 10.1360)

---

Here is F6KN3NaO12S6 as an isolated structure at a distorted geometry from the OMol25 dataset. Energies are from wB97M-V/def2-TZVPD.

As for the LUMO energy: -1.89 eV. The value obtained for the energy above the lowest of the compared OMol25 structures with the same formula, charge and spin is 681.2 kJ/mol. For the frontier orbital gap, the calculation gives 0.19450 Eh. The charge is -1. The value obtained for the HOMO energy is -7.1860 eV.

Positions of all 29 atoms, in Å:
F (-1.8707, -3.3974, 19.9538)
F (3.6189, 6.1046, 16.2426)
O (-3.4252, 8.6055, 20.7649)
S (2.2850, 3.8542, 13.4821)
O (2.3520, -1.8396, 19.5268)
F (-4.4372, 4.9362, 18.6605)
O (-4.7982, 5.6747, 20.8608)
O (1.2248, 4.4380, 12.6551)
K (-0.4754, 3.0494, 18.1663)
S (3.6566, 5.0607, 14.9568)
N (0.6236, -3.7063, 20.0937)
O (4.6626, 4.2294, 15.5445)
S (-4.3525, 6.2315, 19.5647)
F (2.5188, -3.3802, 21.3064)
O (-0.8061, -3.1715, 17.8579)
N (-2.7664, 6.3778, 19.3279)
N (2.1637, 4.6211, 15.0276)
S (-0.5366, -2.7675, 19.1858)
O (3.9991, 5.9997, 13.8978)
Na (-0.6842, 6.7944, 16.3945)
O (3.4778, 3.4100, 12.7648)
S (-2.6149, 7.4499, 20.7198)
O (-0.6638, -1.3516, 19.4314)
S (1.4494, -2.4705, 20.4926)
F (-1.1938, 8.1331, 20.1825)
O (-2.1633, 7.0031, 22.0580)
O (0.8722, -1.6459, 21.6114)
O (-5.0533, 7.2502, 18.8120)
F (1.5654, 2.4555, 13.7996)

---

Here is F6N3NaO12S6 as an isolated structure at a distorted geometry from the OMol25 dataset. Energies are from wB97M-V/def2-TZVPD.

As for the LUMO energy: 4.22 eV. The value obtained for the energy above the lowest of the compared OMol25 structures with the same formula, charge and spin is 1678.4 kJ/mol. For the frontier orbital gap, the calculation gives 0.31362 Eh. The charge is -2. The value obtained for the HOMO energy is -4.3190 eV.

Positions of all 28 atoms, in Å:
N (-16.8343, -8.1763, 14.8712)
O (-16.1082, -6.1622, 16.4434)
O (-16.4024, -8.3392, 17.5707)
F (-15.4987, -8.8450, 11.3176)
F (-15.0865, -5.9236, 14.8384)
F (-18.9167, -8.4635, 14.0105)
S (-18.2566, -8.3244, 15.4692)
O (-13.3331, -5.7234, 13.3660)
O (-13.3393, -7.3854, 15.2320)
Na (-16.6767, -6.8957, 13.7251)
N (-16.8747, -5.2088, 13.6685)
S (-14.4536, -7.8196, 11.9987)
O (-18.6441, -9.5642, 16.1307)
O (-19.1218, -3.9844, 14.3755)
O (-16.6570, -2.6750, 13.5650)
F (-14.6789, -7.9143, 15.9993)
F (-14.8510, -4.1888, 13.2830)
O (-14.6131, -6.6429, 11.1052)
S (-13.9720, -6.8364, 14.0578)
N (-15.2124, -7.7254, 13.3000)
O (-19.0938, -4.8696, 12.0027)
F (-18.9590, -6.2828, 13.9405)
S (-18.4767, -4.8363, 13.3522)
O (-18.9172, -7.0641, 15.8036)
O (-16.4141, -4.0618, 11.4730)
O (-13.2506, -8.6550, 11.9006)
S (-16.1992, -7.6362, 16.3168)
S (-16.4016, -3.9544, 12.9251)

---

| no. | energy (eV) |
| --- | --- |
| 1 | -18309.8856 |
| 2 | -25079.7138 |
| 3 | -11140.7136 |
| 4 | -110616.9418 |
| 5 | -27185.9542 |
| 6 | -15866.0896 |
| 7 | -42242.9361 |
| 8 | -123142.8592 |
| 9 | -131094.7204 |
| 10 | -114759.4386 |